(1)
Computed, not measured: a 12-piece molecular cluster, C36H84N12O12 overall at a distorted geometry, with the ωB97M-V functional and the def2-TZVPD basis.

Cartesian coordinates (Å):
C 2.88417 0.54362 7.10880
C 2.42629 0.33478 5.64576
O 2.79511 -0.62503 5.01992
N 1.76726 1.38637 5.11161
C 1.42658 1.40722 3.70525
H 3.75780 -0.01334 7.44746
H 1.95257 0.35600 7.64266
H 3.16758 1.57621 7.31262
H 1.39916 2.19014 5.60003
H 0.90266 2.27370 3.30173
H 0.88633 0.47224 3.55679
H 2.31960 1.22379 3.10778
C 2.08793 -3.71575 3.31434
C 3.10451 -3.17086 2.37708
O 3.43219 -3.68090 1.30715
N 3.72145 -2.05093 2.79159
C 4.85116 -1.35499 2.20357
H 2.13405 -3.26548 4.30592
H 2.51396 -4.66818 3.62972
H 1.07547 -3.96335 2.99538
H 3.39103 -1.75964 3.70047
H 4.74383 -0.29268 2.42283
H 5.12105 -1.59764 1.17577
H 5.81158 -1.67285 2.60935
C -3.33023 -0.82069 -0.29887
C -4.65820 -1.46071 0.21483
O -5.68033 -0.79156 0.05104
N -4.67124 -2.62064 0.85728
C -5.85728 -3.13660 1.46111
H -3.12557 -1.14482 -1.31924
H -2.57294 -1.01403 0.46088
H -3.55949 0.23546 -0.44064
H -3.73056 -2.98660 0.89348
H -6.23372 -3.92264 0.80648
H -6.63794 -2.39238 1.61861
H -5.77624 -3.70989 2.38461
C -3.90347 1.93453 3.04404
C -5.36859 1.59800 3.27161
O -5.76931 1.49075 4.46246
N -6.12679 1.32711 2.21590
C -7.51677 0.95650 2.51677
H -3.85979 2.97846 2.73353
H -3.51274 1.24460 2.29609
H -3.36037 1.72065 3.96460
H -5.78331 1.29342 1.26669
H -7.80689 1.04516 3.56371
H -7.67055 -0.04441 2.11351
H -8.22166 1.49080 1.87979
C -2.02584 2.15092 -6.43111
C -2.73944 2.38654 -5.18673
O -3.12820 3.53130 -4.97311
N -2.97564 1.39212 -4.37638
C -3.96592 1.38927 -3.21888
H -0.98045 2.33787 -6.18553
H -2.38155 2.88168 -7.15745
H -1.87479 1.13152 -6.78620
H -2.80373 0.45410 -4.70904
H -3.66270 1.69460 -2.21741
H -4.47476 0.42598 -3.18345
H -4.77377 2.04800 -3.53753
C 1.52749 -0.78895 0.47392
C 1.47419 0.55688 -0.27475
O 2.41439 1.29576 -0.08209
N 0.41855 0.78691 -1.04884
C 0.11374 2.00094 -1.78177
H 0.81926 -1.44068 -0.03770
H 1.30107 -0.61342 1.52560
H 2.54975 -1.14526 0.34694
H -0.16654 -0.01332 -1.24221
H 0.90905 2.73742 -1.66692
H -0.75313 2.47687 -1.32336
H -0.03002 1.91865 -2.85911
C 2.85749 2.30507 -4.77075
C 3.68461 1.14661 -4.24447
O 4.57784 0.62730 -4.90637
N 3.39862 0.60537 -3.02018
C 4.04324 -0.56087 -2.27361
H 3.61249 2.94134 -5.23251
H 2.32201 2.71649 -3.91512
H 2.17590 1.98746 -5.55984
H 2.76687 1.14302 -2.44405
H 4.69633 -0.40071 -1.41575
H 4.68314 -1.05421 -3.00521
H 3.28570 -1.32032 -2.08004
C -4.13826 4.98565 -2.47275
C -3.09718 4.70222 -1.49059
O -3.38040 3.92701 -0.61371
N -1.87765 5.31496 -1.55418
C -0.94905 5.38714 -0.46298
H -4.55223 4.01884 -2.75908
H -3.75768 5.43267 -3.39112
H -4.93283 5.60120 -2.05104
H -1.57220 5.85214 -2.35307
H -1.46296 5.64992 0.46166
H -0.24800 6.21952 -0.52440
H -0.29244 4.51765 -0.43225
C -1.66224 -1.82670 4.87719
C -1.82272 -2.87678 3.82291
O -1.39642 -2.70245 2.70625
N -2.40035 -4.02617 4.32128
C -2.77615 -5.19327 3.61324
H -2.07985 -0.85103 4.62865
H -0.62107 -1.50684 4.91919
H -2.12085 -2.07946 5.83316
H -2.89949 -3.81543 5.17366
H -3.77113 -5.57202 3.84707
H -2.15129 -6.05781 3.83729
H -2.70114 -5.09020 2.53072
C -0.62912 -4.31470 -2.00136
C -0.39141 -2.95734 -2.71914
O -0.32955 -1.97192 -2.03692
N -0.14218 -3.06555 -3.97650
C 0.27011 -1.91557 -4.84237
H -1.70619 -4.33489 -1.83518
H -0.12151 -4.27124 -1.03773
H -0.28060 -5.22511 -2.48898
H -0.11313 -3.99607 -4.36816
H -0.36188 -1.67252 -5.69654
H 1.26627 -2.14901 -5.21821
H 0.34897 -0.94232 -4.35792
C 3.28815 5.15259 -2.15425
C 3.14876 5.10340 -0.61098
O 2.34961 5.73499 0.06596
N 4.00597 4.16051 -0.04072
C 3.82697 3.78161 1.33047
H 2.34472 4.65447 -2.37765
H 4.17098 4.66178 -2.56390
H 3.31683 6.23423 -2.28592
H 4.67652 3.60984 -0.55766
H 2.82591 3.39515 1.52189
H 4.05715 4.60331 2.00864
H 4.65213 3.10628 1.55662
C 2.87374 -4.38098 -1.91070
C 4.39589 -4.57061 -1.90382
O 4.85508 -5.51973 -2.45280
N 5.04500 -3.79145 -1.10886
C 6.48173 -3.93542 -0.92299
H 2.68360 -3.50081 -1.29650
H 2.39986 -5.14841 -1.29867
H 2.45290 -4.21087 -2.90169
H 4.55913 -3.46446 -0.28600
H 7.05171 -3.36416 -1.65571
H 6.72659 -4.96355 -0.65637
H 6.83022 -3.47740 0.00269

Calculated values
* SMILES: CNC(C)=O.CNC(C)=O.CNC(C)=O.CNC(C)=O.CNC(C)=O.CNC(C)=O.CNC(C)=O.CNC(C)=O.CNC(C)=O.CNC(C)=O.CNC(C)=O.CNC(C)=O
* E_tot: -81147.9073 eV
* maximum force: 4.6 eV/A

(2)
Computed, not measured: a 10-piece molecular cluster, C36H84N2O11 overall, with the ωB97M-V functional and the def2-TZVPD basis.

Cartesian coordinates (Å):
C -2.53326 1.93337 -1.08780
C -1.54015 3.07200 -1.02257
O -1.57910 3.88716 -0.14498
O -0.66317 3.25214 -2.05615
C -0.02902 2.08473 -2.59553
C 1.23295 1.62116 -1.84292
C 0.94035 0.53914 -0.78378
C 1.34267 0.88027 0.67070
C 1.22528 2.30109 0.98880
N 1.29383 3.43341 1.15838
C 2.76862 0.37012 0.96250
C 3.30094 0.81645 2.23975
N 3.75136 1.18602 3.22739
H -2.04213 0.96553 -1.12601
H -3.17823 2.00176 -0.21650
H -3.16674 2.05144 -1.96926
H -0.70907 1.24033 -2.69568
H 0.28325 2.34948 -3.60612
H 1.79792 2.46199 -1.44250
H 1.85718 1.17615 -2.62040
H -0.10399 0.23757 -0.82487
H 1.50638 -0.35485 -1.04185
H 0.66578 0.33653 1.33528
H 2.73074 -0.72121 0.93763
H 3.44265 0.69131 0.16412
C -0.38832 6.23890 2.61268
C 0.00908 7.00595 3.86194
C 1.51717 7.17668 3.96065
O -0.49233 6.34394 5.02647
H 0.04677 5.23754 2.62488
H -1.47183 6.12792 2.55720
H -0.04449 6.74012 1.70706
H -0.46695 7.98838 3.86180
H 2.00598 6.19963 4.00604
H 1.78328 7.72645 4.86441
H 1.91048 7.71346 3.09620
H -0.08675 5.46912 5.04388
C -5.49093 4.98732 0.02155
C -5.97895 3.63412 -0.47083
C -7.48768 3.60435 -0.65815
O -5.56397 2.60189 0.42367
H -5.93413 5.21799 0.99448
H -4.40702 4.98163 0.14251
H -5.76147 5.78286 -0.67427
H -5.49243 3.39989 -1.41992
H -7.99085 3.79423 0.29396
H -7.81110 2.62633 -1.01561
H -7.81215 4.36203 -1.37261
H -5.96932 2.76943 1.28179
C -0.42006 -1.24327 -5.23963
C 0.86319 -1.59108 -4.50510
C 1.39222 -2.95876 -4.89701
O 0.66027 -1.52702 -3.08673
H -1.20362 -1.96745 -4.99841
H -0.77704 -0.25509 -4.94483
H -0.26959 -1.25468 -6.31943
H 1.62137 -0.83562 -4.72061
H 0.66193 -3.73243 -4.64120
H 2.30865 -3.17328 -4.34468
H 1.59525 -3.02814 -5.96348
H -0.01510 -2.17889 -2.86516
C -1.83638 4.11952 7.98086
C -1.68228 2.63807 7.67628
C -0.38072 2.34765 6.94427
O -2.79570 2.16382 6.91838
H -1.85535 4.69721 7.05196
H -2.77288 4.30798 8.50639
H -1.01199 4.48749 8.59326
H -1.70787 2.06933 8.60740
H -0.36033 2.87368 5.98509
H -0.28604 1.28143 6.73740
H 0.48370 2.66765 7.52764
H -2.80745 2.64883 6.08520
C 4.25658 6.34297 -2.98173
C 3.69360 5.01921 -3.47491
C 2.17451 5.01587 -3.46628
O 4.19570 3.94150 -2.68176
H 3.93895 6.52848 -1.95206
H 5.34652 6.32400 -2.99575
H 3.91373 7.17405 -3.59982
H 4.05494 4.82711 -4.48672
H 1.79671 5.15517 -2.44931
H 1.78997 4.06003 -3.82318
H 1.76780 5.81079 -4.09309
H 3.90112 4.08885 -1.77486
C -0.75605 -3.99327 -9.87636
C 0.50904 -4.34317 -9.10900
C 1.05665 -5.70282 -9.51262
O 0.26897 -4.29838 -7.70103
H -1.54056 -4.72639 -9.66856
H -1.12848 -3.01384 -9.57535
H -0.57608 -3.98190 -10.95196
H 1.26643 -3.57907 -9.29186
H 0.32524 -6.48607 -9.29412
H 1.96486 -5.93094 -8.95454
H 1.28476 -5.73690 -10.57856
H -0.39874 -4.96290 -7.49637
C 0.21712 -4.20970 2.57910
C 0.41152 -2.77564 2.11395
C -0.87453 -2.21187 1.52373
O 1.47749 -2.68005 1.16343
H -0.05827 -4.84349 1.73432
H 1.13327 -4.61109 3.00342
H -0.56684 -4.27469 3.33507
H 0.72504 -2.15976 2.96008
H -1.17465 -2.79889 0.65054
H -0.73790 -1.17976 1.19657
H -1.68875 -2.23778 2.24895
H 1.24319 -3.21862 0.39355
C 0.12217 -4.61921 7.03362
C 0.38500 -5.97791 6.40267
C 0.98042 -6.95779 7.40160
O 1.23397 -5.84260 5.26350
H 1.05775 -4.17913 7.38985
H -0.30887 -3.93431 6.30282
H -0.56100 -4.70034 7.88007
H -0.55034 -6.38298 6.01241
H 1.94103 -6.58658 7.76955
H 1.15625 -7.92504 6.93046
H 0.31969 -7.10161 8.25754
H 2.07693 -5.48503 5.56557
C 1.14048 -7.59240 -0.50729
C 1.13816 -6.19779 -1.11020
C 1.90966 -6.14102 -2.41882
O 1.66329 -5.24826 -0.17960
H 2.16359 -7.90755 -0.28521
H 0.57884 -7.60857 0.42706
H 0.70036 -8.31762 -1.19259
H 0.10816 -5.87816 -1.28287
H 2.95347 -6.42780 -2.26636
H 1.89939 -5.12728 -2.81963
H 1.47723 -6.81335 -3.16149
H 2.58022 -5.47890 0.00912

Calculated values
* SMILES: CC(=O)OCCC[C@H](C#N)CC#N.CC(C)O.CC(C)O.CC(C)O.CC(C)O.CC(C)O.CC(C)O.CC(C)O.CC(C)O.CC(C)O
* E_tot: -64196.3160 eV
* maximum force: 0.8 eV/A

- The highest E_tot belongs to which entry?
  C36H84N2O11